# 1
Computed, not measured: a molecular structure, C21H12GaN4O2S2, with ωB97M-V/def2-TZVPD.

Results
Net charge: +1
Spin multiplicity: 1
Orbital gap in eV: 6.12
DFT total energy in eV: -106069.2326
E_LUMO in eV: -5.60

Structure (XYZ):
```
42
Properties=species:S:1:pos:R:3:forces:R:3:nbo_charge:R:1
Ga 0.360 0.227 0.502 -0.2429 -0.4472 0.0091 1.32
O 3.032 5.787 -3.629 0.0175 -0.0946 0.1143 -0.64
C 1.732 5.488 -3.773 0.0794 -0.0054 0.0211 0.77
O 1.079 6.005 -4.627 -0.0461 0.0231 -0.0120 -0.52
C 1.118 4.476 -2.829 0.0463 0.0253 -0.0267 -0.12
C -0.223 4.171 -3.049 -0.0423 0.0135 -0.0363 -0.14
C -0.879 3.245 -2.264 -0.1259 -0.0343 -0.0433 -0.20
C -0.186 2.613 -1.238 -0.0865 0.0130 0.0061 0.08
C 1.146 2.914 -1.008 0.0461 -0.0594 0.1408 -0.14
C 1.798 3.845 -1.798 0.0134 0.0094 0.0116 -0.19
N -0.777 1.620 -0.395 0.5493 0.1704 -0.0907 -0.53
C -2.018 1.335 -0.348 -0.2702 -0.0179 0.0819 0.21
C -2.458 0.251 0.543 0.0284 0.1620 -0.0863 0.11
C -3.753 -0.207 0.601 -0.1313 0.0165 0.0033 -0.17
C -4.038 -1.254 1.475 -0.0147 -0.0167 0.0009 -0.11
C -3.031 -1.765 2.273 -0.0043 0.0208 0.0309 -0.20
C -1.747 -1.242 2.159 -0.0220 0.0058 0.0311 0.11
N -1.478 -0.269 1.298 0.1035 -0.0887 -0.0698 -0.54
H 3.461 5.286 -2.923 -0.0803 0.0786 -0.1139 0.48
H -0.732 4.672 -3.861 -0.0048 -0.0121 0.0072 0.27
H -1.914 3.012 -2.477 0.0373 0.0153 -0.0229 0.22
H 1.681 2.436 -0.192 0.0568 -0.0007 -0.0066 0.22
H 2.837 4.057 -1.577 -0.0017 -0.0200 0.0077 0.22
H -2.757 1.868 -0.937 0.0152 0.0086 0.0108 0.23
H -4.519 0.235 -0.022 0.0050 -0.0256 0.0113 0.25
H -5.038 -1.662 1.528 0.0050 0.0348 0.0230 0.25
H -3.224 -2.560 2.979 0.0099 -0.0034 -0.0164 0.26
H -0.922 -1.601 2.761 0.0232 -0.0329 -0.0405 0.24
S 1.903 -0.265 1.995 -0.1104 0.2097 -0.0192 -0.16
C 1.672 -1.986 1.562 0.0900 -0.0302 0.0112 -0.20
C 2.007 -2.911 2.546 0.0391 0.0867 0.0153 -0.17
C 1.859 -4.273 2.333 0.0210 -0.1153 0.1331 -0.10
C 2.180 -5.194 3.392 -0.0281 0.0545 -0.0849 0.24
N 2.421 -5.912 4.255 0.0000 0.0429 -0.0417 -0.23
C 1.361 -4.726 1.107 -0.0382 -0.1433 -0.0495 -0.11
C 1.029 -3.809 0.121 0.0245 0.0487 -0.0456 -0.17
C 1.179 -2.439 0.324 0.0496 -0.0563 -0.0274 -0.17
S 0.711 -1.361 -1.012 -0.0237 0.0476 0.1408 -0.19
C 1.149 -6.130 0.865 0.0124 0.0816 0.0281 0.24
N 0.950 -7.242 0.663 0.0186 0.0548 -0.0027 -0.23
H 2.385 -2.566 3.500 -0.0134 -0.0096 -0.0112 0.25
H 0.642 -4.167 -0.823 -0.0045 -0.0100 0.0078 0.25
```
Forces are in eV/Å.

# 2
Computed, not measured: 2 unconnected molecules or ions with the total composition C4H10N2O2 at a distorted geometry, with ωB97M-V/def2-TZVPD.

Results
Net charge: -1
Energy above the lowest of the compared OMol25 structures with the same formula, charge and spin in kJ/mol: 336.0
Spin multiplicity: 2
Orbital gap (alpha / beta) in eV: 7.06 / 4.40
DFT total energy in eV: -11382.3116
E_LUMO (alpha / beta) in eV: 3.74 / 1.23

Structure (XYZ):
```
18
Properties=species:S:1:pos:R:3:forces:R:3:nbo_charge:R:1
C -0.431 1.429 -0.478 0.8657 1.5901 -0.2499 -0.19
N 0.715 1.076 -1.316 0.0817 -1.6734 0.1756 -0.94
C 2.908 -1.246 0.738 -1.0043 1.1412 1.2604 -0.19
O 1.852 -0.518 0.255 0.1549 -0.8238 0.7578 -0.96
C -1.131 0.103 -0.032 -0.1538 1.9806 -1.0224 -0.33
N -2.430 0.483 0.484 0.7341 0.0154 0.1837 -0.28
C -3.341 -0.504 0.437 -0.2030 -2.0307 -0.2950 0.43
O -3.248 -1.519 -0.274 -0.5079 0.8341 0.4949 -0.55
H -1.268 1.999 -1.041 1.3190 -0.7141 0.6095 0.15
H -0.038 2.161 0.324 -1.1743 -1.2768 -0.3211 0.15
H 1.413 0.468 -0.715 -1.0313 0.2487 -0.6248 0.45
H 3.136 -0.955 1.849 -0.3132 -0.9958 -1.0449 0.08
H 2.804 -2.338 0.583 -0.0698 -0.0888 0.5327 0.11
H 3.821 -0.993 0.256 1.4655 0.2907 -0.8137 0.11
H -1.334 -0.390 -1.014 0.3371 -0.2809 0.6459 0.25
H -0.530 -0.580 0.597 -0.0642 0.3160 -0.1853 0.28
H 1.318 1.742 -1.762 -0.6291 1.1363 0.0620 0.34
H -4.217 -0.417 1.110 0.1930 0.3312 -0.1656 0.11
```
Forces are in eV/Å.

# 3
Computed, not measured: 4 unconnected molecules or ions with the total composition C3H13N3O2 at a distorted geometry, with ωB97M-V/def2-TZVPD.

Results
Net charge: 0
Energy above the lowest of the compared OMol25 structures with the same formula, charge and spin in kJ/mol: 962.8
Spin multiplicity: 1
Orbital gap in eV: 3.88
DFT total energy in eV: -11877.7473
E_LUMO in eV: -5.21

Structure (XYZ):
```
21
Properties=species:S:1:pos:R:3:forces:R:3:nbo_charge:R:1
C 0.173 -1.266 2.110 -0.5419 -0.7172 -1.9534 -0.39
C -0.575 -1.909 1.157 1.4407 1.6822 -0.5203 -0.36
N -1.327 1.045 -0.301 2.1907 -0.1619 1.3177 -0.54
C -0.165 1.375 -1.088 -0.0495 4.0286 -1.0479 0.17
N 0.758 2.180 -0.324 1.1472 1.4735 -2.3134 -0.69
N 0.508 0.163 -1.577 -1.0761 -1.5885 1.0708 -0.66
H -0.263 -1.785 0.059 -0.6904 -0.7292 2.1003 0.22
H -0.104 -1.317 3.143 -0.1076 0.1982 0.4782 0.19
H 1.083 -0.704 1.778 -0.4821 -0.6183 0.4866 0.25
H -0.262 -0.585 -1.630 1.1442 0.5454 -0.0177 0.42
H -1.518 -2.411 1.391 0.4774 -0.1313 -0.1888 0.21
H -1.752 0.199 -0.675 -1.2594 -1.3168 -0.1665 0.43
H 1.490 1.601 0.170 0.0958 -0.3109 0.7289 0.43
H 1.279 2.951 -0.927 -1.5887 -2.3046 1.4992 0.38
H -2.517 -1.751 -1.837 -0.7495 -0.3415 -0.8485 0.45
H 3.140 0.414 1.153 0.6670 0.0081 0.2283 0.45
H 1.213 -0.071 -0.858 0.0353 -0.5036 -0.4247 0.42
O 2.277 0.327 0.761 -0.9929 0.4382 -0.7938 -0.96
H -0.516 1.949 -1.978 0.1654 -0.3737 0.5661 0.18
H -1.030 0.981 0.704 -0.7281 -0.1310 -0.8723 0.40
O -1.892 -1.387 -1.233 0.9027 0.8543 0.6713 -1.00
```
Forces are in eV/Å.

# 4
Computed, not measured: a molecular structure, CHClNOP at a distorted geometry, with ωB97M-V/def2-TZVPD.

Results
Net charge: 0
Energy above the lowest of the compared OMol25 structures with the same formula, charge and spin in kJ/mol: 438.1
Spin multiplicity: 1
Orbital gap (alpha / beta) in eV: 5.29 / 5.30
DFT total energy in eV: -26397.9664
E_LUMO (alpha / beta) in eV: -3.55 / -3.55

Structure (XYZ):
```
6
Properties=species:S:1:pos:R:3:forces:R:3:nbo_charge:R:1
C -3.231 0.526 0.130 -0.6712 -0.6024 -0.0084 0.71
N -2.383 0.463 -0.685 2.6729 0.2506 -1.6920 -0.70
O -4.182 0.438 0.784 -1.9696 0.3207 2.0392 -0.54
P 1.223 1.919 0.470 -0.2759 -0.4664 0.1023 0.51
Cl -0.235 0.939 -0.429 0.7187 0.2852 -0.3520 0.08
H 1.913 0.824 1.116 -0.4750 0.2123 -0.0890 -0.06
```
Forces are in eV/Å.

# 5
Computed, not measured: a molecular structure, C24H64BCrF7N4O9 at a distorted geometry, with ωB97M-V/def2-TZVPD.

Results
Net charge: 0
Spin multiplicity: 5
Orbital gap (alpha / beta) in eV: 7.62 / 7.53
DFT total energy in eV: -98436.5837
E_LUMO (alpha / beta) in eV: -0.34 / -0.43

Structure (XYZ):
```
110
Properties=species:S:1:pos:R:3:forces:R:3:lowdin_charge:R:1
Cr 22.618 -0.192 -30.987 -0.6263 -1.6677 0.6725 0.92
B 24.965 0.112 -29.537 0.5861 0.6031 1.4104 -1.38
F 25.227 -0.450 -28.285 0.3352 -0.4644 -0.6114 0.14
F 25.824 1.121 -29.908 1.1119 -0.0219 -0.4528 0.16
F 24.720 -0.750 -30.567 1.5005 -1.7925 -0.9958 0.13
F 23.743 0.716 -29.438 -2.3095 2.0997 1.3882 0.11
C 21.799 -3.155 -29.372 1.1483 1.8270 -2.2198 -0.30
O 21.610 -3.907 -30.607 -1.3743 -0.7552 0.9157 -0.12
O 22.284 -1.913 -29.862 -1.4028 -0.9552 1.3169 -0.25
C 20.536 -3.100 -28.364 -0.0146 -0.2773 -2.1514 -0.59
F 20.693 -2.282 -27.361 1.0210 0.9836 1.1684 0.17
F 19.416 -2.690 -28.970 -0.5566 0.3556 -0.9608 0.13
F 20.211 -4.288 -27.841 0.5746 -0.8070 0.0392 0.14
C 21.432 -5.353 -30.562 0.9202 0.5710 -1.1803 -0.22
C 21.233 -5.830 -32.034 -0.8529 0.2159 1.2179 -0.06
H 20.240 -5.483 -32.320 0.1385 0.3321 -0.4332 0.07
H 22.002 -5.494 -32.730 -0.0387 0.0984 0.1972 0.06
H 21.133 -6.914 -32.079 0.3708 -0.1084 0.1399 0.07
H 20.596 -5.688 -29.948 -0.0306 0.2161 0.0568 0.11
H 22.364 -5.779 -30.189 0.0326 -0.1857 0.3497 0.10
H 22.574 -3.679 -28.814 0.2333 -0.0304 0.4097 0.13
C 24.392 -3.234 -33.657 -0.0349 0.1855 0.4363 -0.06
C 23.258 -2.211 -33.491 0.6788 -0.3542 -0.1865 -0.23
O 23.681 -1.029 -32.758 -0.8295 -1.1823 -0.6250 -0.15
H 24.186 -3.961 -34.442 -0.1702 0.1354 -0.0803 0.08
H 24.507 -3.789 -32.727 0.0415 0.0352 0.0617 0.08
H 25.359 -2.776 -33.864 0.0136 0.1655 -0.1540 0.07
H 22.488 -2.731 -32.922 -0.3119 0.5658 0.0011 0.11
H 22.914 -1.833 -34.454 -0.3049 -0.3628 -0.0928 0.11
H 24.523 -0.783 -33.148 0.2768 0.2929 0.4349 0.11
C 27.391 1.815 -25.156 -0.1546 0.8805 -0.0514 -0.06
C 26.885 2.363 -26.507 0.1640 -1.4207 1.3201 -0.44
C 27.554 3.703 -26.834 -0.8412 -0.3490 -0.3626 -0.20
O 26.954 4.264 -28.002 -0.0383 0.6407 -0.5375 -0.21
C 27.369 5.608 -28.376 -0.6321 -1.3184 1.5646 -0.08
N 27.188 1.368 -27.506 1.0805 0.9551 -1.2625 0.05
H 28.472 1.931 -25.079 0.1346 -0.2957 -0.0991 0.08
H 27.098 0.772 -25.035 0.1243 0.0346 -0.0778 0.06
H 26.965 2.392 -24.335 -0.1146 0.0157 0.1791 0.07
H 25.798 2.386 -26.423 -0.3179 1.0106 0.1126 0.14
H 28.611 3.500 -27.010 0.2564 0.0618 0.0222 0.13
H 27.429 4.362 -25.975 0.0547 0.2798 0.1101 0.12
H 28.445 5.624 -28.553 -0.0522 0.1964 -0.4420 0.08
H 27.134 6.262 -27.537 0.2460 0.2384 0.2497 0.07
H 26.717 5.963 -29.174 0.4480 -0.4081 -0.3460 0.08
H 26.914 1.850 -28.350 0.2679 -0.4291 -0.5909 0.05
H 26.622 0.530 -27.513 -0.1269 0.2256 0.6545 0.05
C 25.495 -7.962 -28.776 0.8366 0.6698 -0.9759 -0.07
C 26.056 -6.611 -28.180 -1.5825 -3.1292 -0.9903 -0.41
C 25.690 -5.427 -29.100 1.5529 -0.0232 1.4128 -0.15
O 26.324 -4.282 -28.504 -0.3701 -0.3078 -0.4401 -0.22
C 26.295 -3.129 -29.311 -0.2879 0.4443 -0.4351 -0.09
N 25.454 -6.633 -26.863 -0.1448 2.0131 0.3272 0.04
H 25.889 -8.173 -29.770 0.3125 -0.0103 -0.1420 0.06
H 24.415 -7.966 -28.925 -0.0761 0.2502 0.4955 0.07
H 25.790 -8.798 -28.142 -0.1305 0.0718 0.0961 0.07
H 27.133 -6.730 -28.065 0.3089 0.4126 -0.6228 0.13
H 24.621 -5.273 -29.246 -0.1719 -0.0289 0.1891 0.11
H 26.182 -5.596 -30.058 -0.1382 -0.1505 -0.3032 0.12
H 26.826 -3.245 -30.256 0.3034 -0.3640 -0.1352 0.08
H 26.747 -2.287 -28.786 -0.0605 -0.2463 0.2352 0.09
H 25.282 -2.839 -29.590 -0.2481 -0.0407 0.2235 0.08
H 25.776 -7.396 -26.285 0.1367 -0.3718 -0.3503 0.08
H 25.878 -5.820 -26.439 -0.4515 0.2396 1.0302 0.02
C 21.129 0.792 -27.570 -1.7340 0.3229 -0.0407 -0.02
C 20.365 0.739 -28.946 0.4146 -1.5852 2.1857 -0.36
C 19.066 1.561 -29.018 0.0939 0.1312 1.6191 -0.20
O 18.703 1.714 -30.352 -0.6173 0.5581 -0.7607 -0.20
C 17.523 2.483 -30.599 -0.1444 -0.8373 -1.0470 -0.07
N 21.253 1.157 -30.015 -1.3200 0.6151 -0.5095 0.00
H 20.498 0.377 -26.784 -0.3931 0.0451 -0.0259 0.07
H 21.229 1.848 -27.320 0.5043 0.0990 0.1146 0.08
H 22.052 0.231 -27.421 0.1069 0.2068 -0.9865 0.08
H 20.050 -0.293 -29.099 0.3182 -0.0702 -0.3363 0.12
H 19.173 2.533 -28.536 0.3098 0.4722 0.0033 0.13
H 18.285 1.073 -28.434 -0.1475 -0.3566 -0.0375 0.14
H 17.514 3.515 -30.247 0.3113 -0.1475 0.5045 0.09
H 16.627 1.928 -30.324 -0.0031 0.0954 0.7549 0.09
H 17.403 2.524 -31.682 0.4136 0.1385 -0.1184 0.09
H 21.546 2.078 -29.721 1.3650 0.1746 0.3090 0.11
H 20.495 1.509 -30.583 0.0844 -0.2317 -1.8945 0.07
C 24.007 -3.718 -25.460 0.3624 1.1906 -0.2515 -0.04
C 25.366 -2.971 -25.292 -0.7238 -1.6613 0.4473 -0.40
C 25.636 -2.456 -23.904 0.2478 0.7359 0.3308 -0.20
O 26.775 -1.577 -23.977 -0.0683 -0.9097 0.1217 -0.21
C 27.036 -0.963 -22.741 0.1142 0.6968 -0.3709 -0.13
N 26.397 -3.949 -25.687 -0.0065 1.0554 0.5982 0.05
H 23.985 -4.741 -25.085 0.2403 0.2024 0.2004 0.07
H 23.827 -3.759 -26.534 -0.0800 -0.2099 -0.1016 0.06
H 23.192 -3.121 -25.051 -0.1270 -0.0847 0.1705 0.07
H 25.363 -2.063 -25.895 -0.0626 0.0210 -0.4293 0.13
H 25.815 -3.188 -23.117 0.1057 -0.5568 -0.2174 0.13
H 24.776 -1.880 -23.561 -0.2873 0.2814 -0.0236 0.12
H 27.954 -0.383 -22.841 -0.0585 0.0845 -0.1456 0.08
H 27.195 -1.620 -21.886 -0.2500 -0.4909 -0.0791 0.08
H 26.208 -0.281 -22.547 -0.0534 0.1919 0.4743 0.09
H 26.328 -4.041 -26.691 0.2606 0.0590 -0.2861 0.03
H 27.270 -3.479 -25.495 0.5171 -0.1624 -0.1274 0.07
C 24.095 2.543 -32.104 0.9884 0.7095 1.2186 -0.08
O 23.199 1.472 -32.096 -1.4778 -0.5074 -1.1765 -0.19
H 23.721 3.333 -32.756 0.1703 0.0608 0.1000 0.10
H 24.121 2.849 -31.059 0.4458 0.4949 -0.2056 0.10
H 25.085 2.190 -32.397 0.0430 0.2347 -0.0626 0.10
H 22.734 1.540 -32.933 -0.2200 -0.5809 -0.0396 0.11
C 28.821 -1.064 -30.973 -0.0302 -0.7805 -0.4558 -0.11
O 28.215 -1.686 -32.170 0.3910 1.0805 1.0457 -0.15
H 29.897 -0.931 -31.085 0.0563 -0.1499 -0.2000 0.07
H 28.432 -0.075 -30.727 -0.5243 -0.1707 -0.4945 0.07
H 28.645 -1.719 -30.120 0.0213 0.0674 0.0308 0.06
H 28.896 -2.225 -32.579 0.0292 0.0031 0.0641 0.06
```
Forces are in eV/Å.

# 6
Computed, not measured: a single C22H19FN4O4S2 molecule at a distorted geometry, with ωB97M-V/def2-TZVPD.

Results
Net charge: 0
Energy above the lowest of the compared OMol25 structures with the same formula, charge and spin in kJ/mol: 0.0
Spin multiplicity: 1
Orbital gap in eV: 8.06
DFT total energy in eV: -61660.8256
E_LUMO in eV: 0.12

Structure (XYZ):
```
52
Properties=species:S:1:pos:R:3:forces:R:3:nbo_charge:R:1
O -2.910 2.697 -2.985 -0.2781 0.0038 -0.0040 -0.56
C -1.780 2.620 -2.579 0.3098 0.0494 0.1812 0.70
N -0.812 2.058 -3.389 -0.5346 -0.1615 -0.7101 -0.64
C 0.521 1.835 -3.197 0.9588 0.5187 0.6970 0.22
N 1.128 0.833 -3.735 -1.8579 -0.1851 -0.3853 -0.29
N 2.429 0.792 -3.509 1.5508 0.0298 0.0796 -0.30
C 2.869 1.767 -2.793 -0.4775 0.4819 0.1690 -0.14
S 4.503 1.976 -2.289 0.6268 0.0716 0.0134 0.30
C 5.087 0.240 -2.486 -0.2954 0.3904 0.0288 -0.51
C 4.442 -0.622 -1.452 0.0004 -0.1571 0.0268 -0.10
C 4.835 -0.518 -0.121 -0.1100 -0.1354 -0.1402 -0.17
C 4.213 -1.266 0.860 -0.1126 -0.1117 0.0873 -0.29
C 3.185 -2.117 0.491 0.0621 0.1342 -0.2295 0.40
C 2.771 -2.238 -0.822 -0.0390 -0.1016 0.3080 -0.30
C 3.407 -1.485 -1.794 0.1796 0.0060 0.0767 -0.12
H 3.093 -1.561 -2.823 -0.0154 -0.0033 -0.0679 0.23
H 1.964 -2.908 -1.072 -0.0903 -0.0897 -0.0007 0.23
F 2.571 -2.846 1.443 -0.0099 -0.0108 0.0209 -0.33
H 4.509 -1.198 1.894 0.0147 -0.0192 0.1183 0.23
H 5.631 0.161 0.148 0.0882 0.0740 0.0560 0.21
H 6.166 0.306 -2.355 -0.0024 0.0174 -0.0778 0.24
H 4.839 -0.067 -3.499 0.1342 -0.0487 0.0245 0.25
S 1.615 2.908 -2.307 0.0997 -0.9100 -0.5980 0.33
H -1.187 1.607 -4.219 0.0243 0.0968 0.1374 0.43
C -1.322 3.091 -1.207 -0.2825 0.0894 0.1058 -0.33
C -2.496 3.630 -0.396 -0.1004 0.0481 -0.0989 -0.50
C -2.879 2.511 0.561 -0.0053 0.4219 -0.1754 0.70
O -3.858 2.503 1.263 -0.2607 0.0190 0.1542 -0.59
N -1.912 1.547 0.492 0.1234 -0.0613 -0.2968 -0.44
C -1.899 0.330 1.194 -0.1157 -0.3647 0.2891 0.14
C -3.074 -0.194 1.720 -0.1062 -0.1274 0.1199 -0.27
C -3.065 -1.399 2.406 0.2067 -0.0622 -0.1102 0.30
C -1.865 -2.094 2.588 -0.0204 0.1076 0.0266 0.19
C -0.700 -1.581 2.037 -0.2988 -0.1539 0.1344 -0.22
C -0.711 -0.387 1.344 0.0062 0.1367 -0.0473 -0.27
H 0.220 -0.018 0.944 0.0955 0.0652 -0.0637 0.22
H 0.214 -2.136 2.172 0.1571 -0.0600 0.0122 0.23
O -1.799 -3.266 3.299 0.2286 0.1098 -0.2865 -0.48
C -2.945 -3.498 4.086 -0.5612 0.0501 0.0804 -0.10
C -4.207 -3.230 3.268 0.2963 -0.4703 0.2100 -0.10
H -5.109 -3.419 3.853 0.0916 -0.0378 -0.0431 0.20
O -4.258 -1.875 2.880 0.1171 0.3884 -0.0785 -0.49
H -4.203 -3.874 2.378 -0.0386 0.0665 0.0926 0.18
H -2.894 -4.539 4.409 -0.0608 0.0948 0.0038 0.20
H -2.938 -2.837 4.964 0.0164 -0.0906 -0.0635 0.18
H -4.010 0.325 1.615 -0.0693 0.0380 -0.0203 0.26
C -0.802 1.915 -0.359 0.3384 -0.0362 0.0484 -0.20
H -0.503 1.055 -0.967 0.0505 0.0839 0.1103 0.22
H 0.059 2.231 0.244 -0.0194 -0.1055 -0.1195 0.20
H -3.351 3.871 -1.029 0.0561 -0.0051 0.1010 0.27
H -2.233 4.516 0.181 0.0124 -0.0226 0.0413 0.24
H -0.549 3.849 -1.351 -0.0830 -0.0613 0.0622 0.24
```
Forces are in eV/Å.